(1)
A 9-piece molecular cluster, C28H44BBrCl18F2O4Si overall at a distorted geometry, computed with ωB97M-V/def2-TZVPD.

```
! wB97M-V def2-TZVPD RIJCOSX def2/J DEFGRID3
* xyz -2 1
C 3.240 -1.190 0.530
C 3.004 0.172 1.223
Cl 4.620 0.866 1.581
C 2.142 1.036 0.255
Cl 3.274 1.824 -0.905
C 1.276 2.167 1.009
C -0.079 2.316 0.271
F -0.907 3.056 1.095
F -0.722 1.094 0.133
C -0.019 3.076 -1.033
C 0.293 2.224 -2.291
Si -1.223 1.824 -3.328
C -1.666 3.302 -4.436
C -2.736 1.341 -2.314
C -0.722 0.370 -4.455
C -1.276 -0.911 -4.353
C -0.798 -1.925 -5.215
C 0.197 -1.614 -6.130
C 0.713 -0.332 -6.241
C 0.275 0.662 -5.391
O 2.022 3.333 0.885
B 2.294 3.940 2.265
C 2.212 5.586 2.426
O 3.112 6.349 1.949
O 1.229 6.057 3.091
O 1.159 3.354 3.010
C 1.169 2.036 2.581
C 0.032 1.174 3.170
C -1.052 2.029 3.833
C -1.554 1.521 5.183
Br -2.740 -0.002 4.946
H 2.326 -1.781 0.665
H 4.069 -1.738 0.969
H 3.370 -1.045 -0.545
H 2.506 -0.043 2.163
H 1.525 0.338 -0.313
H 0.683 3.906 -0.979
H -1.008 3.533 -1.179
H 0.814 1.287 -2.089
H 0.965 2.797 -2.942
H -1.192 4.222 -4.088
H -2.748 3.460 -4.480
H -1.353 3.080 -5.463
H -2.908 0.260 -2.362
H -2.663 1.602 -1.256
H -3.657 1.800 -2.689
H -2.034 -1.080 -3.614
H -1.158 -2.933 -5.165
H 0.599 -2.386 -6.779
H 1.509 -0.129 -6.952
H 0.710 1.656 -5.446
H 3.433 3.639 2.650
H 2.084 1.641 3.046
H 0.430 0.474 3.915
H -0.451 0.542 2.419
H -0.745 3.070 3.979
H -1.926 2.045 3.172
H -2.097 2.348 5.642
H -0.695 1.304 5.819
C 4.382 1.025 5.370
Cl 2.964 0.028 5.040
Cl 5.720 0.062 6.036
H 4.702 1.481 4.438
H 4.109 1.788 6.089
C -2.898 0.998 -8.138
Cl -4.369 0.113 -8.603
Cl -1.589 -0.081 -7.647
H -2.573 1.589 -8.987
H -3.138 1.645 -7.301
C -3.182 -4.641 -2.672
Cl -2.281 -3.214 -3.195
Cl -2.120 -6.027 -2.357
H -3.721 -4.405 -1.762
H -3.877 -4.917 -3.457
C 3.906 -4.280 3.362
Cl 4.047 -4.411 1.600
Cl 3.344 -2.680 3.833
H 3.200 -5.024 3.715
H 4.882 -4.453 3.801
C -3.942 3.989 2.591
Cl -4.448 4.158 4.281
Cl -4.816 2.674 1.787
H -4.150 4.916 2.072
H -2.878 3.775 2.563
C 0.502 -5.641 0.057
Cl 1.506 -4.286 -0.440
Cl 1.478 -7.037 0.567
H -0.115 -5.333 0.893
H -0.119 -5.941 -0.778
C -6.648 0.649 5.593
Cl -7.158 0.837 7.278
Cl -7.515 -0.673 4.795
H -6.855 1.570 5.062
H -5.587 0.434 5.570
C 4.305 -8.897 -0.403
Cl 4.536 -9.454 -2.066
Cl 4.946 -10.060 0.768
H 4.821 -7.953 -0.275
H 3.245 -8.770 -0.223
*
```

Values from the calculation:
electronic energy = -12765.87487 Ha
F_max = 2.1 eV Å⁻¹
frontier orbital gap = 0.09456 Ha

Results of the Mulliken charge analysis, in e, for atoms 1 through 5: atom 1 (C): -1.517, atom 2 (C): 1.118, atom 3 (Cl): -0.182, atom 4 (C): -1.066, atom 5 (Cl): -0.215

(2)
C28H44BeCl3N4O3SeSi as an isolated structure at a distorted geometry, computed with ωB97M-V/def2-TZVPD.

```
! wB97M-V def2-TZVPD RIJCOSX def2/J DEFGRID3
* xyz -1 1
C -1.425 -2.136 -3.486
C -1.025 -3.133 -2.443
H -1.083 -2.465 -4.473
H -1.006 -1.134 -3.278
H -2.525 -2.027 -3.501
C -0.470 -4.327 -2.689
C -0.283 -4.934 -4.043
H -0.133 -4.953 -1.856
H -0.466 -4.230 -4.865
H -0.939 -5.802 -4.202
H 0.746 -5.301 -4.143
Be -1.056 -0.132 -0.683
Cl -2.533 0.192 0.534
Cl -0.393 1.227 -1.900
H 0.697 4.579 3.405
H -1.471 5.183 2.032
C 1.113 4.239 2.446
C -0.936 4.779 1.160
N 0.048 3.789 1.573
H 1.808 3.410 2.609
C -0.048 2.478 1.269
O 0.719 1.605 1.692
H -1.657 4.308 0.479
H -0.882 2.237 0.586
H 1.631 5.085 1.977
H -0.438 5.614 0.650
H 1.596 -1.737 -3.295
H 2.309 -3.834 -2.008
C 2.338 -1.132 -2.756
C 3.141 -3.190 -1.690
N 2.694 -1.824 -1.539
H 1.912 -0.151 -2.517
C 2.974 -1.123 -0.388
O 2.808 0.089 -0.232
H 3.526 -3.556 -0.729
H 3.373 -1.779 0.416
H 3.225 -1.028 -3.403
H 3.930 -3.264 -2.450
O -0.415 -1.533 -0.832
C -1.266 -2.615 -1.028
C 0.109 -4.149 0.452
C -1.138 -3.661 0.072
H 1.004 -3.739 -0.021
C 0.213 -5.139 1.440
H -2.311 -2.270 -0.981
C -2.286 -4.154 0.705
H 1.210 -5.445 1.769
C -0.938 -5.695 2.003
C -2.197 -5.209 1.622
H -3.247 -3.700 0.443
H -0.852 -6.500 2.742
H -3.101 -5.636 2.069
Si -0.379 4.474 -5.265
Cl -0.657 2.754 -6.420
C 1.461 4.597 -4.935
C -1.460 4.122 -3.791
C -0.932 6.035 -6.161
H 1.840 3.643 -4.548
H 1.681 5.385 -4.202
H 2.004 4.836 -5.860
H -0.317 6.243 -7.044
H -0.862 6.918 -5.510
H -1.973 5.964 -6.495
H -1.146 3.182 -3.307
H -2.503 4.013 -4.120
H -1.407 4.933 -3.055
C 2.176 0.178 4.126
N 0.762 0.002 4.374
C -0.068 -0.672 3.518
Se 0.393 -1.471 1.962
N -1.326 -0.510 4.058
C -1.286 0.265 5.220
C -2.216 0.439 6.246
C -1.752 0.983 7.455
C -0.403 1.363 7.618
C 0.527 1.196 6.591
C 0.050 0.618 5.412
H 2.624 -0.806 3.954
H 2.600 0.649 5.017
H 2.321 0.812 3.240
H -2.169 -0.825 3.577
H -3.245 0.127 6.085
H -2.427 1.118 8.294
H -0.092 1.776 8.572
H 1.579 1.484 6.679
*
```

Values from the calculation:
electronic energy = -5624.67780 Ha
F_max = 1.9 eV Å⁻¹
frontier orbital gap = 0.24240 Ha
relative energy (zero: lowest compared OMol25 entry of this formula, charge and spin) = 0.000 eV

Results of the Mulliken charge analysis, in e, for atoms 1 through 5: atom 1 (C): -1.586, atom 2 (C): 0.739, atom 3 (H): 0.374, atom 4 (H): 0.084, atom 5 (H): 0.295

Question: What is the formula in the first record?
Answer: C28H44BBrCl18F2O4Si

Question: What is the F_max in the second record?
Answer: 1.9 eV Å⁻¹

Question: F_max of number 1 (C28H44BBrCl18F2O4Si)?
Answer: 2.1 eV Å⁻¹

Question: Among the records above, which one has the highest F_max?
Answer: C28H44BBrCl18F2O4Si